(1)
29
Properties=species:S:1:pos:R:3:forces:R:3 method="wB97M-V/def2-TZVPD" smiles=ClC(Cl)Cl.BrCCBr.BrCCBr.BrCCBr lumo_energy_ev=0.28 mol_weight_da=683.0 orbital_gap_ev=10.697 de_lowest_kj_mol=18.05
Cl 5.5926 -18.3748 5.8489 -0.29 0.20 -0.07
C 4.5722 -17.0060 6.3595 0.52 -0.14 -0.13
Cl 3.5548 -16.4292 5.0454 -0.06 -0.10 -0.20
Cl 5.6246 -15.7108 6.9360 -0.23 -0.06 0.13
H 3.9131 -17.3573 7.1420 0.13 0.07 0.16
Br -0.3008 -14.2756 3.3256 0.30 0.23 0.24
C 1.2456 -13.6562 4.3602 0.28 0.02 0.17
C 0.9561 -13.7414 5.8482 0.18 -0.02 -0.66
Br 2.5404 -13.1439 6.8264 -0.20 -0.08 -0.08
H 1.5203 -12.6476 4.0623 -0.34 0.03 -0.13
H 2.0733 -14.2984 4.0842 -0.03 -0.12 -0.03
H 0.7715 -14.7772 6.1136 -0.11 0.10 0.28
H 0.1408 -13.0803 6.1166 -0.06 -0.11 0.20
Br 4.0397 -20.7641 8.2829 0.22 -0.32 -0.08
C 5.7279 -21.6210 7.7567 0.33 0.38 -0.35
C 6.6528 -21.5814 8.9483 -0.49 -0.14 0.81
Br 8.5232 -22.0615 8.5784 -0.76 0.10 -0.04
H 6.0988 -21.0446 6.9129 -0.01 0.03 0.07
H 5.5209 -22.6343 7.4287 -0.16 0.01 0.07
H 6.2395 -22.2622 9.6959 0.48 -0.21 -0.08
H 6.6342 -20.6151 9.4458 0.34 0.17 -0.37
Br 6.9959 -17.0789 1.4727 -0.42 0.18 0.20
C 5.2150 -16.2570 1.2844 0.13 -0.47 -0.70
C 5.3079 -14.7740 1.5125 0.64 -0.26 0.16
Br 3.5674 -13.9982 1.2313 -0.21 0.15 0.11
H 4.4970 -16.7602 1.9230 0.25 0.02 0.39
H 4.9329 -16.5045 0.2629 0.01 0.23 -0.01
H 5.9994 -14.3085 0.8164 -0.11 0.00 -0.11
H 5.6704 -14.5652 2.5175 -0.33 0.12 0.05

***

(2)
6
Properties=species:S:1:pos:R:3:forces:R:3 method="wB97M-V/def2-TZVPD" lumo_energy_ev=-9.57 mol_weight_da=205.5 total_charge=+1 orbital_gap_ev=6.059 de_lowest_kj_mol=244.19
Sn 14.4592 -31.6975 -6.8168 -1.13 2.65 1.70
B 13.5069 -28.8854 -5.2671 -0.18 3.09 3.01
F 12.8537 -27.9847 -4.4550 -0.24 0.25 -0.91
F 12.7138 -29.5281 -6.1408 -1.83 -2.27 -3.71
F 14.6373 -28.4268 -5.8323 1.64 0.79 -2.05
F 13.9192 -29.8682 -4.4420 1.73 -4.51 1.96

***

(3)
85
Properties=species:S:1:pos:R:3:forces:R:3 method="wB97M-V/def2-TZVPD" lumo_energy_ev="-6.02 / -6.01" mol_weight_da=702.2 total_charge=+2 orbital_gap_ev="5.981 / 5.983"
N -5.1478 4.5065 -3.0408 -0.48 0.18 0.03
C -4.3975 5.0718 -2.1035 0.72 -0.20 0.06
C -3.0175 4.8306 -1.9976 -0.55 -0.24 -0.36
C -2.4121 3.9399 -2.9096 -0.85 0.25 0.50
C -3.2373 3.3402 -3.8941 0.06 0.33 0.42
C -4.5940 3.6818 -3.9253 0.73 -0.22 0.27
C -0.9612 3.7504 -2.8678 0.43 -0.69 -1.16
Sr 0.4615 3.2832 -0.9025 -0.08 0.24 2.06
P 3.9574 1.0832 -1.0080 2.55 -1.50 -0.10
C -0.2833 2.5576 -3.1544 -1.92 -0.63 -1.76
C -0.7062 1.1927 -2.8730 0.76 1.78 -0.26
C -0.0262 0.1035 -3.4923 0.48 -0.89 0.12
C -0.1444 -1.1753 -3.0438 0.01 0.11 -0.22
C -0.8253 -1.4737 -1.7572 -1.62 -0.19 -1.05
C -1.8013 -0.4100 -1.4002 -0.20 0.61 -0.14
C -1.7413 0.8452 -1.9538 -0.55 -0.68 0.72
Br 0.5853 -1.6847 -0.3465 0.49 0.05 0.85
H -0.3757 4.6862 -2.8214 -0.20 -0.16 -0.64
H 0.6529 2.6392 -3.7235 0.15 -0.04 0.51
H -2.4410 5.3368 -1.2161 -0.12 -0.13 -0.30
H -2.8326 2.6560 -4.6411 0.00 0.22 0.25
H -4.8941 5.7378 -1.3916 0.08 -0.18 -0.30
H -5.2514 3.2563 -4.6863 0.15 0.16 0.21
H 0.6105 0.3233 -4.3559 -0.20 -0.21 0.27
H -2.5189 1.5925 -1.7190 0.55 -0.53 -0.01
H 0.3757 -1.9979 -3.5293 0.01 0.34 0.01
H -2.5388 -0.6603 -0.6318 0.07 0.22 -0.30
P -1.6316 -3.2181 -1.6953 0.85 0.78 0.02
C 3.0844 2.6535 -1.0044 -0.90 0.51 -0.05
C 3.9795 3.8929 -1.0199 0.17 0.22 -0.05
H 2.5142 2.6363 -0.0422 0.21 0.07 -0.54
H 2.4536 2.6359 -1.9332 0.34 0.03 0.60
H 3.4111 4.8048 -0.7876 0.09 -0.04 -0.07
H 4.7815 3.8127 -0.2787 -0.18 -0.05 -0.11
H 4.4482 4.0345 -2.0003 -0.08 -0.12 0.21
C 3.1400 -0.0120 -2.2359 -0.79 0.23 0.17
C 4.0032 -1.1977 -2.6709 0.13 -0.12 -0.15
H 2.8598 0.6058 -3.0994 0.08 -0.15 0.02
H 2.2195 -0.3900 -1.7565 0.31 0.28 -0.65
H 3.5964 -1.6390 -3.5898 0.05 0.07 0.19
H 5.0357 -0.8961 -2.8832 -0.20 -0.05 0.07
H 4.0246 -1.9980 -1.9179 0.03 0.30 -0.07
C 3.4625 0.2153 0.5450 -0.42 -0.06 -0.06
C 4.6406 -0.4561 1.2499 0.13 -0.09 0.30
H 2.7052 -0.5372 0.2619 0.43 0.43 0.29
H 2.9687 0.9380 1.2070 0.03 -0.20 0.08
H 4.2858 -1.2313 1.9404 0.05 0.15 -0.12
H 5.3316 -0.9349 0.5440 -0.19 0.15 0.13
H 5.2074 0.2680 1.8457 0.01 -0.13 -0.22
C -1.9974 -3.5611 0.0647 -0.04 0.46 0.23
C -1.6868 -4.9554 0.5968 -0.06 -0.33 0.00
H -3.0521 -3.3134 0.2337 0.18 -0.06 -0.14
H -1.4130 -2.8262 0.6382 -0.25 -0.23 -0.25
H -2.3090 -5.7242 0.1258 0.19 0.08 0.02
H -0.6311 -5.2149 0.4739 -0.17 0.02 0.00
H -1.9058 -4.9808 1.6697 0.04 0.02 -0.21
C -0.3285 -4.2906 -2.3638 0.16 -0.26 0.44
C -0.2888 -4.5587 -3.8730 -0.15 -0.07 -0.15
H -0.4390 -5.2320 -1.8104 0.17 0.06 -0.16
H 0.6139 -3.8358 -2.0263 -0.24 -0.19 0.00
H -1.0075 -5.3318 -4.1595 0.06 0.19 0.01
H -0.4782 -3.6642 -4.4743 0.00 -0.19 0.08
H 0.7065 -4.9338 -4.1366 -0.22 0.08 0.07
C -3.1165 -3.4068 -2.7159 0.07 -0.01 -0.31
C -4.4635 -3.1149 -2.0521 -0.07 0.11 0.00
H -3.0770 -4.4521 -3.0638 0.02 0.27 0.08
H -2.9636 -2.7710 -3.6034 -0.03 -0.22 0.19
H -4.6147 -2.0356 -1.9413 -0.01 -0.21 0.09
H -5.2656 -3.5015 -2.6903 0.17 0.12 0.15
H -4.5520 -3.6005 -1.0725 -0.09 0.12 -0.31
N -2.7757 1.6628 1.8331 -0.44 -0.04 0.23
C -2.4167 2.4249 0.7861 1.44 0.28 1.05
N -1.1287 2.7900 0.8972 -1.08 0.36 -0.03
C -0.6473 2.2523 2.1036 -0.20 -0.48 -0.83
C 0.6757 2.1478 2.5623 -0.28 -0.22 0.42
C 0.9146 1.2135 3.5819 0.41 0.69 -0.34
C -0.1220 0.4382 4.1232 -1.10 0.00 -0.09
C -1.4506 0.5787 3.6791 0.71 0.06 0.49
C -1.6778 1.5152 2.6816 0.11 -0.61 -0.45
H -3.6918 1.2511 1.9906 0.32 0.27 -0.10
H -3.0977 2.7243 -0.0044 0.18 -0.04 0.18
H 1.4520 2.8018 2.1405 -0.13 -0.45 0.32
H 1.9305 1.0874 3.9842 -0.55 0.10 -0.27
H 0.1001 -0.2836 4.9092 -0.04 0.22 -0.23
H -2.2890 -0.0003 4.0569 0.34 -0.09 0.16

***

(4)
44
Properties=species:S:1:pos:R:3:forces:R:3 method="wB97M-V/def2-TZVPD" lumo_energy_ev="-10.25 / -12.17" mol_weight_da=643.6 total_charge=+3 s_squared=6.028 orbital_gap_ev="7.266 / 5.324" spin_multiplicity=5 de_lowest_kj_mol=0.00
Os 0.2130 -0.2397 -0.3962 0.06 -0.21 0.14
N -1.9577 0.0763 0.8569 -0.08 0.00 0.06
N -2.8694 -0.8834 0.3780 0.09 -0.02 -0.08
C -2.3966 -1.9589 -0.2790 0.08 0.04 0.00
N -3.2028 -2.9261 -0.6481 0.09 -0.01 0.04
N -1.0605 -1.9061 -0.5140 -0.22 -0.05 0.13
N -0.3851 -2.8360 -1.2681 -0.14 -0.11 0.04
O -0.8503 -3.8922 -1.5781 -0.04 0.04 0.02
O 0.7439 -2.4195 -1.5307 0.11 0.11 -0.15
H -1.7869 -0.0908 1.8514 0.01 0.04 -0.04
H -2.3613 1.0027 0.7311 -0.01 -0.03 0.00
H -3.8318 -0.8437 0.6918 0.05 -0.04 0.02
H -4.1930 -2.8922 -0.4453 0.01 -0.01 -0.02
H -2.8387 -3.7327 -1.1391 0.00 0.00 -0.02
Cl 1.5498 1.7060 -0.7505 0.04 0.08 -0.10
C 0.6525 2.1594 -2.2617 -0.03 -0.04 0.03
Cl -0.6576 0.9298 -2.4073 0.00 0.14 -0.15
H 1.3263 2.0651 -3.1102 -0.04 0.05 0.05
H 0.2131 3.1461 -2.1292 0.07 -0.08 -0.05
S -1.0563 -2.5858 2.9068 0.35 0.13 -0.03
P 0.9279 -2.4875 2.5364 -0.41 -0.02 -0.24
S 1.5203 -0.8283 1.3281 -0.04 0.01 0.29
C 1.6442 -3.9540 1.8617 0.16 -0.07 0.13
C 3.0184 -4.1634 2.0378 -0.03 0.11 -0.07
C 3.6029 -5.2937 1.4947 0.03 0.03 0.05
C 2.8278 -6.2062 0.7902 -0.07 -0.03 -0.03
C 1.4606 -6.0030 0.6257 0.11 -0.06 -0.01
C 0.8643 -4.8792 1.1654 -0.15 0.04 0.00
C 1.4321 -2.1018 4.2014 0.11 -0.11 0.04
C 1.9679 -0.8705 4.6116 -0.10 0.09 0.02
C 2.3405 -0.7103 5.9275 0.00 0.07 -0.11
C 2.1544 -1.7500 6.8464 0.02 -0.02 0.11
C 1.6036 -2.9633 6.4537 -0.03 -0.08 -0.04
C 1.2385 -3.1512 5.1370 0.01 -0.06 0.03
H 3.6228 -3.4570 2.5951 0.01 0.01 0.01
H 4.6613 -5.4707 1.6282 0.00 0.01 0.01
H 3.2897 -7.0943 0.3795 0.00 0.01 -0.01
H 0.8665 -6.7348 0.0951 -0.01 0.02 0.01
H -0.2084 -4.7489 1.0806 -0.04 0.03 0.02
H 2.1097 -0.0595 3.9117 0.02 0.01 -0.03
H 2.7859 0.2190 6.2541 0.01 0.02 -0.01
H 2.4480 -1.6046 7.8790 -0.02 0.00 -0.03
H 1.4662 -3.7578 7.1739 0.00 -0.01 -0.02
H 0.8277 -4.1010 4.8180 0.00 -0.01 -0.01

***

Copy entry 1 word for word.
29
Properties=species:S:1:pos:R:3:forces:R:3 method="wB97M-V/def2-TZVPD" smiles=ClC(Cl)Cl.BrCCBr.BrCCBr.BrCCBr lumo_energy_ev=0.28 mol_weight_da=683.0 orbital_gap_ev=10.697 de_lowest_kj_mol=18.05
Cl 5.5926 -18.3748 5.8489 -0.29 0.20 -0.07
C 4.5722 -17.0060 6.3595 0.52 -0.14 -0.13
Cl 3.5548 -16.4292 5.0454 -0.06 -0.10 -0.20
Cl 5.6246 -15.7108 6.9360 -0.23 -0.06 0.13
H 3.9131 -17.3573 7.1420 0.13 0.07 0.16
Br -0.3008 -14.2756 3.3256 0.30 0.23 0.24
C 1.2456 -13.6562 4.3602 0.28 0.02 0.17
C 0.9561 -13.7414 5.8482 0.18 -0.02 -0.66
Br 2.5404 -13.1439 6.8264 -0.20 -0.08 -0.08
H 1.5203 -12.6476 4.0623 -0.34 0.03 -0.13
H 2.0733 -14.2984 4.0842 -0.03 -0.12 -0.03
H 0.7715 -14.7772 6.1136 -0.11 0.10 0.28
H 0.1408 -13.0803 6.1166 -0.06 -0.11 0.20
Br 4.0397 -20.7641 8.2829 0.22 -0.32 -0.08
C 5.7279 -21.6210 7.7567 0.33 0.38 -0.35
C 6.6528 -21.5814 8.9483 -0.49 -0.14 0.81
Br 8.5232 -22.0615 8.5784 -0.76 0.10 -0.04
H 6.0988 -21.0446 6.9129 -0.01 0.03 0.07
H 5.5209 -22.6343 7.4287 -0.16 0.01 0.07
H 6.2395 -22.2622 9.6959 0.48 -0.21 -0.08
H 6.6342 -20.6151 9.4458 0.34 0.17 -0.37
Br 6.9959 -17.0789 1.4727 -0.42 0.18 0.20
C 5.2150 -16.2570 1.2844 0.13 -0.47 -0.70
C 5.3079 -14.7740 1.5125 0.64 -0.26 0.16
Br 3.5674 -13.9982 1.2313 -0.21 0.15 0.11
H 4.4970 -16.7602 1.9230 0.25 0.02 0.39
H 4.9329 -16.5045 0.2629 0.01 0.23 -0.01
H 5.9994 -14.3085 0.8164 -0.11 0.00 -0.11
H 5.6704 -14.5652 2.5175 -0.33 0.12 0.05